Record 1
C22H29BF2N5PS2Ti as an isolated structure, computed with ωB97M-V/def2-TZVPD.

XYZ file:
```
63
Properties=species:S:1:pos:R:3
Ti 0.5657 -1.4832 0.1226
C -0.9798 -0.8438 5.3410
C -0.9509 0.2108 4.2570
N -0.7635 -0.4491 2.9679
C -1.1559 -1.6979 2.6821
N -0.8322 -2.2142 1.4845
C -1.2131 -3.6283 1.3041
C -2.5839 -3.9060 1.8767
C -2.5172 -3.6460 3.3584
N -1.8420 -2.3725 3.6212
C -2.0391 -1.8596 4.9841
H -1.1960 -0.4018 6.3128
H -0.0053 -1.3340 5.4044
H -0.1308 0.9134 4.3878
H -1.8815 0.7830 4.2575
H -0.1163 -0.0281 2.3192
H -0.4714 -4.2871 1.7721
H -1.1931 -3.8440 0.2365
H -2.8912 -4.9356 1.6917
H -3.3184 -3.2493 1.4038
H -1.9702 -4.4458 3.8653
H -3.5090 -3.5939 3.8107
H -2.0048 -2.7207 5.6523
H -3.0418 -1.4279 5.0609
C -0.4416 -3.0584 -4.8043
N -1.2806 -2.4151 -3.7770
C -2.6609 -2.0053 -4.0959
C -0.8479 -2.3533 -2.5570
N -0.4146 -2.2885 -1.4831
H -0.8209 -4.0531 -5.0301
H 0.5803 -3.1199 -4.4403
H -0.4666 -2.4360 -5.6958
H -3.2784 -2.8793 -4.2936
H -2.6259 -1.3648 -4.9742
H -3.0660 -1.4433 -3.2593
F 0.3900 1.6589 0.1061
B -0.2093 0.5257 -0.2623
F -1.3817 0.6914 -0.9039
S 2.6192 -0.8766 -1.2764
P 3.4902 -1.6589 0.3525
S 2.2696 -1.3535 1.9382
C 3.6507 -3.4454 0.1080
C 4.8679 -4.0503 -0.1808
C 4.9237 -5.4146 -0.4600
C 3.7698 -6.1791 -0.4604
C 2.5443 -5.5823 -0.1743
C 2.4978 -4.2313 0.1106
C 5.1300 -1.0259 0.6681
C 5.7656 -1.3278 1.8726
C 7.0504 -0.8668 2.1051
C 7.6997 -0.1002 1.1418
C 7.0673 0.2038 -0.0538
C 5.7800 -0.2613 -0.2938
H 5.7820 -3.4693 -0.1903
H 5.8772 -5.8778 -0.6790
H 3.8191 -7.2391 -0.6760
H 1.6382 -6.1746 -0.1633
H 1.5236 -3.8098 0.3558
H 5.2587 -1.9122 2.6322
H 7.5444 -1.0977 3.0395
H 8.7004 0.2669 1.3303
H 7.5664 0.8073 -0.7998
H 5.2792 -0.0184 -1.2224
```

Kohn-Sham gap (alpha / beta)	7.86 / 8.85	eV
total energy	-90922.0160	eV
net charge	+1
multiplicity	2

=====

Record 2
The molecule C3H6O2, computed with ωB97M-V/def2-TZVPD.

XYZ file:
```
11
Properties=species:S:1:pos:R:3
C 1.2961 0.9333 0.0741
O -0.1066 0.9944 -0.0289
C -0.7638 -0.1516 0.4410
C -1.0752 -1.1352 -0.6830
O -1.2460 -2.3178 -0.5205
H 1.6193 0.8937 1.1257
H 1.7206 0.0670 -0.4549
H 1.6764 1.8507 -0.3784
H -1.7213 0.1876 0.8595
H -0.2181 -0.6544 1.2527
H -1.1814 -0.6678 -1.6873
```

Kohn-Sham gap	10.66	eV
total energy	-7302.0253	eV
net charge	0
multiplicity	1

=====

Record 3
C45H51As3BrCl2IN2O4ReS as an isolated structure in a non-equilibrium geometry, computed with ωB97M-V/def2-TZVPD.

XYZ file:
```
111
Properties=species:S:1:pos:R:3
Re -0.3069 0.3688 0.7837
C 1.4470 6.5442 -0.4440
As 1.4125 4.6862 0.2017
C 3.0046 4.7103 1.3384
C 0.0440 4.9230 1.5934
C 0.1913 5.9641 2.5071
C -0.7520 6.1872 3.4971
C -1.8642 5.3678 3.5906
C -2.0331 4.3340 2.6858
C -1.0875 4.1070 1.6863
As -1.4249 2.6608 0.4207
C -3.3214 2.3286 0.6699
C -1.5620 3.6616 -1.2501
H 1.7349 7.2259 0.3550
H 0.4577 6.8151 -0.8103
H 2.1599 6.6322 -1.2620
H 3.0049 5.5787 1.9949
H 3.8966 4.7470 0.7146
H 3.0410 3.8064 1.9468
H 1.0485 6.6217 2.4397
H -0.6241 7.0077 4.1909
H -2.5976 5.5280 4.3691
H -2.9020 3.6929 2.7713
H -3.4985 1.7885 1.5971
H -3.6653 1.7044 -0.1554
H -3.8828 3.2607 0.6709
H -2.3049 4.4365 -1.0632
H -1.9070 3.0230 -2.0629
H -0.6229 4.1308 -1.5295
I 0.2730 0.0499 4.4648
C -0.3104 1.2454 2.7987
H -1.2738 1.6774 3.0675
H 0.4241 2.0468 2.7591
C 4.3260 -4.2390 -5.6157
C 4.6427 -3.7972 -4.2165
C 5.9558 -3.8019 -3.7518
C 6.2619 -3.3543 -2.4771
C 5.2385 -2.9062 -1.6588
C 3.9193 -2.9109 -2.0864
C 3.6304 -3.3529 -3.3652
S 5.6171 -2.4923 0.0135
O 6.9615 -2.0212 0.0994
O 5.1842 -3.5736 0.8636
N 4.5187 -1.2725 0.3702
C 4.6942 0.0123 -0.3078
C 3.9793 1.1825 0.4069
C 2.6236 0.8197 1.0043
O 2.5243 0.1499 2.0276
O 1.5967 1.3040 0.3599
H 5.0862 -4.9180 -5.9966
H 4.2963 -3.3743 -6.2825
H 3.3553 -4.7313 -5.6692
H 6.7474 -4.1720 -4.3902
H 7.2804 -3.3470 -2.1109
H 3.1386 -2.5756 -1.4154
H 2.6045 -3.3718 -3.7134
H 4.5418 -1.1699 1.3839
H 4.3082 -0.0989 -1.3244
H 5.7570 0.2618 -0.3786
H 3.8290 1.9820 -0.3152
H 4.6003 1.5370 1.2296
Cl 0.6695 -1.7971 0.8914
C 1.4568 -2.6129 2.2747
Cl 0.4228 -3.8609 2.9499
H 1.6503 -1.8557 3.0266
H 2.3725 -3.0642 1.8927
Br 1.4502 3.1623 -4.0807
C 0.9541 1.4490 -3.4656
C 0.9916 0.3294 -4.2810
C 0.6415 -0.8861 -3.7159
C 0.2740 -0.9446 -2.3833
N 0.1911 0.1471 -1.6160
C 0.5373 1.3226 -2.1539
H 1.2991 0.4007 -5.3153
H 0.6510 -1.7904 -4.3073
H 0.0457 -1.8932 -1.9178
H 0.5299 2.1900 -1.5126
C -7.2235 -0.4473 0.3808
C -6.5652 -1.1963 -0.5795
C -5.1840 -1.3359 -0.5428
C -4.4438 -0.7235 0.4651
C -5.1194 -0.0065 1.4518
C -6.4948 0.1354 1.4071
As -2.5186 -1.1283 0.7571
C -2.2150 -2.3915 -0.6844
C -1.7499 -3.6924 -0.5371
C -1.6129 -4.5056 -1.6548
C -1.9490 -4.0316 -2.9150
C -2.3868 -2.7231 -3.0718
C -2.5007 -1.9028 -1.9619
C -2.8384 -2.0125 2.4539
C -3.1935 -3.3500 2.5749
C -3.5101 -3.8585 3.8239
C -3.5039 -3.0358 4.9418
C -3.2256 -1.6843 4.8079
C -2.8902 -1.1763 3.5636
H -8.2990 -0.3421 0.3394
H -7.1234 -1.6963 -1.3597
H -4.7111 -1.9364 -1.2996
H -4.5784 0.4244 2.2839
H -7.0052 0.6843 2.1873
H -1.4794 -4.0772 0.4372
H -1.2506 -5.5182 -1.5364
H -1.8778 -4.6876 -3.7726
H -2.6440 -2.3441 -4.0524
H -2.8070 -0.8677 -2.0758
H -3.2366 -3.9941 1.7063
H -3.7682 -4.9045 3.9233
H -3.7314 -3.4491 5.9151
H -3.2563 -1.0295 5.6683
H -2.6616 -0.1226 3.4480
```

Kohn-Sham gap (alpha / beta)	7.13 / 5.63	eV
total energy	-357316.1110	eV
net charge	+2
multiplicity	4

=====

Record 4
An isolated ion of composition C9H13N2 and charge +1 in a non-equilibrium geometry, computed with ωB97M-V/def2-TZVPD.

XYZ file:
```
24
Properties=species:S:1:pos:R:3
C -0.5570 -2.4750 1.6402
C -1.7378 -2.5643 0.9170
C 0.0896 -1.2926 1.1496
C -0.6911 -0.7795 0.1602
C 1.3498 -0.5633 1.3837
C 1.5692 0.7170 1.0298
C 0.5063 1.6674 0.4565
C -0.0699 0.9892 -0.7858
C -1.0489 1.8203 -1.6346
N -1.8545 -1.4756 0.0488
N 1.0895 0.3563 -1.4775
H -0.0948 -3.0553 2.4088
H -2.4040 -3.3685 1.0968
H 2.2263 -0.8977 1.8733
H 2.5575 1.2732 1.1783
H -0.1707 1.8279 1.1852
H 1.0090 2.5685 0.2785
H -1.8097 2.0525 -0.8414
H -1.3121 1.1862 -2.4318
H -0.3515 2.7005 -1.9222
H -2.3498 -1.3577 -0.8277
H 0.8488 -0.0209 -2.4547
H 1.3452 -0.2586 -0.7744
H 1.8605 0.9500 -1.6565
```

Kohn-Sham gap	8.59	eV
total energy	-12513.6470	eV
net charge	+1
multiplicity	1

=====

Record 5
An isolated ion of composition C7H8N2O2P and charge +1 in a non-equilibrium geometry, computed with ωB97M-V/def2-TZVPD.

XYZ file:
```
20
Properties=species:S:1:pos:R:3
N -1.1819 -1.7401 -1.6171
N -0.8004 -0.4760 -0.9451
C 0.1203 0.3730 -1.5688
C 0.8004 1.4157 -1.1168
C 1.0049 2.0108 0.1639
C 0.5134 2.0670 1.4469
C -0.4147 1.0416 1.9705
C -0.3635 -0.1298 1.4153
C -0.2590 -0.8458 0.3433
O 0.4848 -1.9890 0.3570
P 0.8548 -2.8061 1.7527
O 0.3987 -1.9219 2.7930
H -2.0920 -2.0043 -1.5311
H -0.6530 -2.5339 -1.2179
H -1.1516 -1.6747 -2.6738
H -0.0762 0.2297 -2.5872
H 1.2555 1.9921 -1.9982
H 1.7730 2.8095 0.1078
H 0.8828 2.8855 2.0863
H -1.0964 1.2967 2.8195
```

Kohn-Sham gap	8.01	eV
total energy	-23740.9771	eV
net charge	+1
multiplicity	1

=====

Number 3 is which compound?
C45H51As3BrCl2IN2O4ReS

=====

Number 4 is which compound?
C9H13N2

=====

Which of these has the highest net charge?
C45H51As3BrCl2IN2O4ReS